(1)
DFT (the ωB97M-V functional and the def2-TZVPD basis) results for C54H44AsF6N6O3P2S2Ti as an isolated structure.

```
119
C54H44AsF6N6O3P2S2Ti, DFT the ωB97M-V functional and the def2-TZVPD basis
Ti -0.435 0.783 1.200
O 0.196 0.149 4.215
N 0.709 0.880 3.136
C 1.555 1.750 3.523
C 2.441 2.558 2.681
C 3.005 3.663 3.314
C 3.939 4.456 2.672
C 4.363 4.102 1.404
C 3.827 2.986 0.773
C 2.838 2.221 1.376
P 2.167 0.705 0.573
C 2.625 0.831 -1.182
C 2.546 2.030 -1.892
C 2.821 2.055 -3.250
C 3.168 0.888 -3.918
C 3.245 -0.308 -3.219
C 2.978 -0.336 -1.859
C 3.346 -0.498 1.270
C 2.968 -1.274 2.357
C 3.873 -2.146 2.948
C 5.164 -2.242 2.453
C 5.556 -1.452 1.376
C 4.655 -0.578 0.792
H -0.644 0.590 4.443
H 1.675 1.864 4.597
H 2.696 3.900 4.325
H 4.349 5.325 3.168
H 5.119 4.687 0.897
H 4.191 2.721 -0.209
H 2.248 2.946 -1.398
H 2.751 2.991 -3.788
H 3.378 0.912 -4.979
H 3.515 -1.225 -3.727
H 3.043 -1.275 -1.326
H 1.966 -1.205 2.748
H 3.553 -2.755 3.784
H 5.869 -2.927 2.904
H 6.566 -1.518 0.993
H 4.967 0.031 -0.048
S -1.053 -1.485 1.934
C 0.037 -2.751 2.494
C 0.116 -3.126 3.831
C 0.825 -4.266 4.187
C 1.447 -5.033 3.210
C 1.385 -4.647 1.875
C 0.685 -3.505 1.509
As 0.774 -2.662 -0.257
C -0.912 -2.980 -1.136
C -2.081 -3.524 -0.547
C -3.291 -3.406 -1.148
C -3.490 -2.608 -2.394
C -2.200 -2.300 -3.071
C -1.011 -2.429 -2.443
C 1.925 -3.962 -1.168
C 3.295 -3.875 -0.920
C 4.184 -4.742 -1.539
C 3.711 -5.700 -2.426
C 2.350 -5.789 -2.684
C 1.460 -4.925 -2.057
H -0.387 -2.525 4.577
H 0.880 -4.561 5.227
H 1.983 -5.933 3.484
H 1.888 -5.241 1.123
H -2.003 -4.029 0.409
H -4.173 -3.825 -0.676
H -4.146 -3.160 -3.077
H -2.248 -1.890 -4.075
H -0.100 -2.101 -2.937
H 3.672 -3.129 -0.223
H 5.244 -4.668 -1.330
H 4.402 -6.376 -2.914
H 1.977 -6.537 -3.372
H 0.399 -5.007 -2.257
N -5.399 6.130 -0.700
C -4.191 5.496 -0.517
C -2.990 6.196 -0.679
C -1.781 5.571 -0.453
C -1.763 4.243 -0.051
C -2.947 3.530 0.110
C -4.151 4.152 -0.123
S -0.236 3.457 0.208
O -0.210 2.872 1.584
O 0.827 4.373 -0.080
N -0.193 2.047 -0.546
C -0.367 1.950 -1.912
N -0.565 3.084 -2.589
C -0.708 2.966 -3.903
C -0.640 1.746 -4.551
C -0.422 0.641 -3.742
N -0.294 0.722 -2.426
H -5.404 6.982 -1.231
H -6.213 5.552 -0.818
H -3.013 7.236 -0.982
H -0.849 6.100 -0.592
H -2.933 2.496 0.425
H -5.074 3.602 0.017
H -0.876 3.888 -4.450
H -0.747 1.657 -5.622
H -0.345 -0.353 -4.169
N -1.889 0.182 0.085
C -2.951 -0.198 -0.289
C -4.110 -0.718 -0.710
C -4.292 -1.226 -2.122
C -5.749 -1.427 -2.426
C -6.670 -1.573 -1.470
C -6.337 -1.426 -0.060
C -5.117 -0.987 0.294
H -3.864 -0.512 -2.832
H -6.024 -1.519 -3.471
H -7.698 -1.778 -1.743
H -7.093 -1.611 0.691
H -4.866 -0.797 1.331
F -2.060 1.338 2.402
P -2.941 1.984 3.795
F -4.264 1.536 3.032
F -3.711 2.549 5.051
F -2.789 0.523 4.433
F -1.484 2.357 4.424
F -2.945 3.383 3.039
```

Output
Relative energy (zero: lowest compared OMol25 entry of this formula, charge and spin) (kcal per mole): 58.2
Net charge: 0
Multiplicity: 2
LUMO energy (alpha / beta) (eV): -1.33 / -1.40

Results of the Mulliken charge analysis, in e, for atoms 1 through 5:
1. Ti 0.5861
2. O -0.5089
3. N 0.6790
4. C -1.0297
5. C 0.2548

(2)
DFT (the ωB97M-V functional and the def2-TZVPD basis) results for a 13-piece molecular cluster, C39H72O39 overall.

```
150
C39H72O39, DFT the ωB97M-V functional and the def2-TZVPD basis
C 0.079 0.075 -0.175
C -1.242 -0.601 -0.013
O -2.065 0.532 -0.096
C -1.425 1.523 0.539
O -1.968 2.530 0.872
O -0.122 1.327 0.452
H 0.223 0.126 -1.255
H 0.937 -0.256 0.410
H -1.280 -0.939 1.023
H -1.291 -1.427 -0.723
C 5.964 0.327 -4.996
C 4.624 -0.270 -4.847
O 4.741 -1.596 -5.307
C 5.998 -1.891 -5.474
O 6.416 -2.957 -5.941
O 6.779 -0.736 -5.297
H 6.228 0.843 -4.073
H 6.081 1.125 -5.730
H 3.989 0.372 -5.457
H 4.180 -0.327 -3.853
C -6.869 -5.820 1.603
C -5.883 -6.469 0.586
O -4.722 -5.745 0.800
C -4.720 -5.079 1.891
O -3.756 -4.485 2.375
O -5.922 -5.110 2.429
H -7.441 -6.601 2.104
H -7.592 -5.188 1.088
H -6.200 -6.420 -0.456
H -5.736 -7.514 0.858
C -1.032 -0.840 -5.522
O -1.185 0.393 -6.215
C -0.535 1.488 -5.782
O 0.147 1.685 -4.771
O -0.899 2.405 -6.677
C -0.514 3.777 -6.637
H -1.550 -1.609 -6.095
H -1.636 -0.814 -4.615
H -0.006 -1.060 -5.228
H -1.058 4.079 -7.532
H 0.557 3.861 -6.822
H -0.815 4.195 -5.677
C 7.779 0.235 2.508
O 6.653 1.054 2.236
C 6.657 1.756 1.058
O 7.608 1.995 0.363
O 5.379 1.990 0.741
C 4.991 2.674 -0.394
H 8.464 0.114 1.669
H 7.403 -0.743 2.811
H 8.284 0.693 3.358
H 5.797 3.253 -0.846
H 4.146 3.340 -0.221
H 4.605 1.899 -1.057
C 1.877 8.000 -4.902
O 1.790 7.394 -3.644
C 0.715 7.701 -2.834
O -0.357 8.299 -3.132
O 1.020 7.258 -1.572
C 0.040 7.304 -0.561
H 2.170 9.045 -4.801
H 0.958 7.902 -5.480
H 2.659 7.452 -5.426
H -0.654 6.556 -0.943
H -0.439 8.278 -0.457
H 0.435 6.956 0.393
C 8.108 -2.344 -1.323
O 6.697 -2.333 -0.894
C 6.202 -3.372 -0.180
O 6.843 -4.376 0.126
O 4.983 -3.086 0.163
C 4.212 -3.981 0.948
H 8.522 -1.390 -1.650
H 8.205 -2.954 -2.221
H 8.763 -2.764 -0.561
H 3.162 -3.703 0.866
H 4.584 -3.929 1.972
H 4.293 -4.985 0.530
C -0.102 -7.577 -1.280
O -0.036 -6.194 -1.674
C 0.526 -5.776 -2.812
O 1.091 -4.669 -2.908
O 0.228 -6.656 -3.801
C 0.452 -6.210 -5.186
H 0.776 -7.596 -0.635
H -0.066 -8.303 -2.092
H -1.061 -7.824 -0.825
H -0.049 -5.268 -5.405
H -0.007 -6.993 -5.789
H 1.535 -6.099 -5.245
C -1.011 1.179 5.973
O -1.217 1.307 7.356
C -0.333 1.998 8.071
O 0.535 2.815 7.600
O -0.751 1.938 9.335
C -0.114 2.517 10.423
H -1.503 1.957 5.389
H -1.271 0.275 5.423
H 0.017 1.252 5.618
H -0.294 2.120 11.422
H -0.369 3.577 10.417
H 0.972 2.426 10.420
C -10.036 -1.002 0.558
O -8.759 -0.841 1.207
C -8.460 0.329 1.870
O -9.174 1.337 2.061
O -7.186 0.283 2.192
C -6.496 1.073 3.125
H -10.076 -1.241 -0.505
H -10.573 -0.054 0.608
H -10.646 -1.694 1.138
H -5.412 1.037 3.012
H -6.810 0.793 4.130
H -6.740 2.128 3.006
C 3.331 -1.997 5.981
O 2.310 -2.760 6.629
C 1.168 -3.044 6.014
O 0.838 -2.758 4.831
O 0.460 -3.658 6.910
C -0.924 -4.018 6.739
H 4.285 -1.885 6.496
H 2.985 -1.013 5.662
H 3.548 -2.531 5.057
H -1.422 -3.400 5.993
H -1.505 -3.951 7.659
H -1.000 -5.062 6.435
C -6.124 -3.022 -3.438
O -6.407 -2.691 -4.781
C -7.582 -2.160 -5.160
O -8.625 -2.007 -4.504
O -7.426 -1.969 -6.492
C -8.555 -1.557 -7.307
H -5.359 -3.797 -3.457
H -6.986 -3.426 -2.906
H -5.514 -2.237 -2.991
H -9.412 -2.222 -7.411
H -8.162 -1.579 -8.323
H -8.907 -0.583 -6.969
C 3.256 9.759 3.103
O 2.595 8.622 3.658
C 3.152 7.368 3.442
O 4.188 7.198 2.780
O 2.255 6.423 3.873
C 2.356 5.070 3.340
H 3.175 9.806 2.017
H 4.315 9.744 3.362
H 2.882 10.691 3.527
H 1.491 4.445 3.564
H 3.235 4.619 3.802
H 2.468 5.144 2.258
```

Output
Relative energy (zero: lowest compared OMol25 entry of this formula, charge and spin) (kcal per mole): 182.2
Net charge: 0
LUMO energy (eV): -0.05

Results of the Mulliken charge analysis, in e, for atoms 1 through 5:
1. C -0.1856
2. C -0.3432
3. O -0.3321
4. C 0.6272
5. O -0.5762

Number 1: DFT total energy -212306.7748 eV. Number 2: DFT total energy -121455.7089 eV.